The following is a quantum chemistry calculation of C21H22N2O5 in the gas phase, from the OMol25 dataset.

Positions of all 50 atoms, in Å:
C 5.639 2.396 -0.258
C 5.402 1.041 -0.912
C 4.607 0.104 -0.004
O 3.315 0.627 0.291
C 2.362 0.440 -0.635
O 2.541 -0.175 -1.661
C 1.072 1.047 -0.246
C 0.895 1.699 0.974
C -0.338 2.209 1.314
C -1.421 2.074 0.443
O -2.614 2.558 0.879
C -3.772 2.076 0.322
C -4.888 2.847 -0.036
N -5.847 2.077 -0.516
N -5.379 0.838 -0.477
C -4.128 0.757 0.034
C -3.356 -0.467 0.158
C -2.436 -0.619 1.190
C -1.567 -1.689 1.247
C -1.599 -2.656 0.247
O -0.780 -3.733 0.156
C 0.369 -3.809 0.979
C 1.442 -2.797 0.591
C -2.566 -2.557 -0.754
C -3.441 -1.488 -0.802
O -4.378 -1.388 -1.788
C -1.233 1.473 -0.801
C 0.001 0.960 -1.133
H 6.174 3.056 -0.936
H 6.226 2.284 0.651
H 4.690 2.861 0.000
H 6.355 0.562 -1.144
H 4.850 1.168 -1.845
H 4.493 -0.874 -0.483
H 5.097 -0.007 0.966
H 1.726 1.786 1.656
H -0.496 2.702 2.260
H -5.014 3.907 0.043
H -5.921 0.070 -0.841
H -2.401 0.125 1.971
H -0.871 -1.751 2.067
H 0.094 -3.702 2.036
H 0.739 -4.825 0.822
H 2.332 -2.960 1.192
H 1.094 -1.778 0.746
H 1.698 -2.909 -0.460
H -2.603 -3.330 -1.508
H -4.267 -2.117 -2.410
H -2.053 1.408 -1.499
H 0.158 0.477 -2.086

Results
SMILES: CCCOC(=O)c1ccc(Oc2cn[nH]c2-c2ccc(OCC)cc2O)cc1
Kohn-Sham gap (eV): 8.58

Table of Löwdin atomic charges, one value per atom, all in e: -0.101 -0.222 -0.180 -0.018 -0.467 0.103 -0.137 -0.002 0.009 -0.266 0.053 -0.204 -0.075 0.037 0.033 -0.140 -0.113 -0.011 -0.008 -0.260 -0.040 -0.236 -0.055 0.065 -0.247 0.062 0.006 0.013 0.070 0.073 0.071 0.113 0.109 0.123 0.129 0.119 0.122 0.110 0.154 0.130 0.111 0.117 0.124 0.083 0.056 0.087 0.129 0.117 0.129 0.125



The following is a quantum chemistry calculation of a gas-phase ion, C21H22NO3 (charge -1), from the OMol25 dataset.

Positions of all 47 atoms, in Å:
C -3.778 -3.444 -2.038
C -2.340 -2.996 -2.124
O -2.276 -1.748 -1.391
C -1.063 -1.152 -1.474
O -0.168 -1.517 -2.200
C -0.997 0.008 -0.482
N 0.223 0.723 -0.792
C 0.301 1.983 -0.597
C 1.509 2.742 -0.910
C 1.846 3.925 -0.220
C 3.073 4.538 -0.462
C 3.941 4.013 -1.435
C 3.571 2.873 -2.171
C 2.367 2.230 -1.895
C -1.033 -0.511 0.930
C -0.968 0.552 1.964
C -1.907 1.610 1.974
C -1.873 2.532 3.174
O -2.713 1.820 1.038
C 0.066 -1.571 1.073
C -0.305 -2.911 0.957
C 0.659 -3.921 1.015
C 1.999 -3.574 1.234
C 2.360 -2.236 1.407
C 1.394 -1.219 1.302
H -3.836 -4.517 -2.233
H -4.221 -3.238 -1.059
H -4.374 -2.921 -2.796
H -1.657 -3.709 -1.632
H -2.031 -2.815 -3.162
H -1.865 0.658 -0.673
H -0.511 2.574 -0.130
H 1.136 4.325 0.505
H 3.359 5.428 0.103
H 4.901 4.495 -1.621
H 4.220 2.482 -2.957
H 2.051 1.329 -2.423
H -2.010 -1.008 1.044
H -0.245 0.459 2.784
H -1.005 2.343 3.814
H -1.847 3.574 2.837
H -2.785 2.394 3.767
H -1.362 -3.158 0.816
H 0.349 -4.957 0.880
H 2.761 -4.360 1.274
H 3.398 -1.960 1.619
H 1.687 -0.168 1.368

Results
SMILES: CCOC(=O)[C@H](/N=C/c1ccccc1)[C@H](/C=C(/C)[O-])c1ccccc1
Kohn-Sham gap (eV): 5.91
Charge: -1

Table of Löwdin atomic charges, one value per atom, all in e: -0.080 -0.228 -0.019 -0.447 0.103 -0.231 0.123 -0.101 -0.196 -0.038 -0.104 -0.108 -0.094 -0.034 -0.259 -0.093 -0.602 -0.075 -0.108 -0.177 -0.048 -0.095 -0.119 -0.087 -0.026 0.070 0.081 0.075 0.119 0.122 0.148 0.127 0.111 0.094 0.089 0.095 0.114 0.145 0.074 0.055 0.060 0.063 0.113 0.091 0.089 0.094 0.114



The following is a quantum chemistry calculation of a molecular structure, C21H23AsHgN3O4S3, from the OMol25 dataset.

Positions of all 56 atoms, in Å:
Hg -0.183 0.388 -0.256
O -1.406 4.255 0.965
C -1.366 3.126 0.461
O -0.857 2.094 1.056
C -1.947 2.884 -0.901
C -2.895 3.771 -1.381
C -3.470 3.588 -2.630
C -3.010 2.505 -3.443
C -3.468 2.285 -4.750
C -2.997 1.225 -5.521
C -2.043 0.368 -4.985
C -1.566 0.563 -3.694
C -2.030 1.619 -2.889
N -1.543 1.779 -1.620
H -3.168 4.598 -0.740
H -4.242 4.252 -3.004
H -4.208 2.968 -5.158
H -3.367 1.075 -6.530
H -1.665 -0.461 -5.574
H -0.812 -0.098 -3.289
S 0.658 -1.610 -1.581
C 2.359 -1.847 -1.203
C 3.190 -2.088 -2.350
N 3.819 -2.310 -3.290
C 2.915 -1.886 0.045
S 2.118 -1.821 1.575
C 4.352 -2.024 0.125
N 5.494 -2.143 0.222
C 0.682 -4.340 0.299
As -0.415 -2.833 0.968
C -2.072 -3.561 0.202
C -0.563 -3.472 2.810
O -0.918 -1.216 1.156
H 0.118 -5.221 0.622
H 1.669 -4.344 0.747
H 0.749 -4.321 -0.786
H -2.223 -4.607 0.474
H -2.035 -3.472 -0.884
H -2.898 -2.956 0.572
H -1.008 -4.468 2.838
H -1.204 -2.765 3.333
H 0.415 -3.493 3.286
O 1.854 1.440 0.578
S 1.665 2.407 1.729
C 0.840 1.540 3.110
C 1.900 1.013 4.068
C 3.029 2.042 4.056
C 3.300 2.297 2.579
H 0.213 0.769 2.659
H 0.195 2.297 3.561
H 2.274 0.060 3.693
H 1.490 0.854 5.068
H 3.921 1.677 4.571
H 2.705 2.967 4.545
H 3.786 1.443 2.106
H 3.867 3.207 2.380

Results
2S+1: 2
Kohn-Sham gap (alpha / beta) (eV): 3.99 / 6.57
Charge: -2
Expectation value of S²: 0.77

Table of Löwdin atomic charges, one value per atom, all in e: 1.002 -0.022 -0.628 -0.243 -0.230 -0.064 -0.076 -0.191 -0.092 -0.157 -0.139 -0.057 -0.236 0.022 0.099 0.079 0.087 0.073 0.084 0.026 0.566 -0.724 -0.317 0.122 -0.761 0.606 -0.309 0.124 -0.278 0.797 -0.240 -0.245 -0.701 0.020 0.003 0.010 0.014 0.021 0.022 0.018 0.024 0.004 -0.627 0.961 -0.319 -0.249 -0.255 -0.315 0.062 0.094 0.060 0.105 0.102 0.104 0.089 0.074



Sequential calculated total energy output: -1299.1463; -1093.9259; -4863.0217 Ha
Sequential ΔE to the lowest compared entry with this formula, charge and spin output: 58.5; 0.0; 0.0 kcal/mol